one.
The following is a quantum chemistry calculation of the molecule C3H5N3O, from the Open Molecules 2025 dataset.

Structure (XYZ):
```
12
Properties=species:S:1:pos:R:3:nbo_charge:R:1
O -1.325 0.950 -0.009 -0.654
N 0.222 -0.078 -1.230 0.018
N 1.352 0.249 -0.787 -0.240
N 0.390 -0.911 0.909 -0.483
C -0.396 -0.749 -0.105 0.349
C -1.828 -0.328 -0.072 -0.097
C 1.326 0.128 0.697 -0.127
H 2.307 0.089 1.166 0.214
H 0.734 1.045 0.939 0.253
H -2.324 -0.705 0.830 0.185
H -2.409 -0.523 -0.980 0.167
H 1.953 0.834 -1.356 0.414
```

## Properties
molar mass: 99.1 g/mol
LUMO level (alpha / beta): -0.775 / -0.776 eV

two.
The following is a quantum chemistry calculation of a cluster of 2 separate species, C3H5N3O in total, from the Open Molecules 2025 dataset.

Structure (XYZ):
```
12
Properties=species:S:1:pos:R:3:nbo_charge:R:1
O 3.452 0.203 0.332 -0.521
N -1.855 0.788 0.088 -0.819
N 0.849 -1.492 -0.493 -0.538
N 0.476 1.236 -0.046 -0.654
C -0.294 -1.033 -0.202 0.063
C -0.523 0.446 -0.076 0.362
C 2.684 -0.099 1.115 0.512
H -1.170 -1.667 0.000 0.151
H 0.179 2.204 0.085 0.330
H 0.840 -2.513 -0.491 0.342
H -2.557 0.162 -0.280 0.385
H -2.082 1.765 -0.031 0.388
```

## Properties
molar mass: 99.1 g/mol
LUMO level: 0.576 eV

Most stable: two. Least stable: one.

one.
The following is a quantum chemistry calculation of a cluster of 2 separate species, C3H5N3O in total, from the Open Molecules 2025 dataset.

Structure (XYZ):
```
12
Properties=species:S:1:pos:R:3:nbo_charge:R:1
O -2.330 0.883 -0.488 -0.645
N 0.439 -0.656 1.283 -0.445
N 0.411 1.034 -0.269 -0.305
N 1.483 0.264 -0.405 -0.343
C -0.276 0.309 0.618 0.160
C -1.625 0.031 0.247 0.207
C 1.524 -0.691 0.572 0.190
H 2.198 0.505 -1.072 0.419
H -0.246 -1.138 -1.080 -0.156
H 2.356 -1.372 0.687 0.214
H -1.694 1.456 -0.952 0.498
H -2.241 -0.626 0.858 0.204
```

## Properties
molar mass: 99.1 g/mol
LUMO level (alpha / beta): -0.204 / -0.016 eV

two.
The following is a quantum chemistry calculation of the molecule C3H5N3O, from the Open Molecules 2025 dataset.

Structure (XYZ):
```
12
Properties=species:S:1:pos:R:3:nbo_charge:R:1
O -0.385 -1.390 -1.521 -0.463
N 0.154 -0.670 -0.703 0.301
N 0.419 0.730 1.039 -0.312
N -0.400 0.060 0.231 0.009
C -1.814 0.269 0.209 -0.445
C 1.768 -0.308 -0.452 -0.202
C 1.657 0.448 0.624 -0.093
H -2.133 -0.286 -0.688 0.248
H 2.512 -0.833 -1.173 0.261
H -2.111 1.386 0.204 0.241
H 2.489 0.918 1.173 0.229
H -2.155 -0.323 1.056 0.226
```

## Properties
SMILES: Cn1ncc[n+]1[O-]
molar mass: 99.1 g/mol
LUMO level (alpha / beta): 0.989 / 0.989 eV

Most stable: two. Least stable: one.

one.
The following is a quantum chemistry calculation of a cluster of 2 separate species, C3H5N3O in total, from the Open Molecules 2025 dataset.

Structure (XYZ):
```
12
Properties=species:S:1:pos:R:3:nbo_charge:R:1
O 1.972 -0.178 -1.142 -0.485
N 1.433 0.942 1.172 -0.652
N -0.605 0.255 2.129 -0.733
N 0.830 -0.718 -1.285 -0.062
C -0.247 -0.282 -0.668 0.156
C -1.476 0.116 -0.852 -0.404
C 0.367 0.320 1.346 0.544
H -1.804 0.569 -1.776 0.224
H 1.834 1.185 0.274 0.414
H -0.943 -0.628 2.483 0.376
H 0.822 -1.684 -1.648 0.382
H -2.183 0.103 -0.034 0.240
```

## Properties
SMILES: C=C=[NH+][O-].N=C=N
molar mass: 99.1 g/mol
LUMO level (alpha / beta): -0.776 / -0.772 eV

two.
The following is a quantum chemistry calculation of a cluster of 2 separate species, C3H5N3O in total, from the Open Molecules 2025 dataset.

Structure (XYZ):
```
12
Properties=species:S:1:pos:R:3:nbo_charge:R:1
O 1.644 -0.583 -0.619 -0.610
N 0.407 -2.228 1.415 -0.461
N -0.554 1.379 -0.708 -0.677
N -1.638 -0.864 0.945 -0.873
C -0.558 -1.620 1.185 0.451
C 0.717 1.489 -0.782 0.002
C 1.577 0.564 -0.012 0.259
H -1.022 2.165 -1.156 0.354
H -2.449 -1.380 0.633 0.403
H 1.231 2.334 -1.257 0.179
H -1.426 -0.029 0.379 0.447
H 2.071 -1.226 -0.022 0.526
```

## Properties
molar mass: 99.1 g/mol
LUMO level: 0.227 eV

Most stable: two. Least stable: one.

one.
The following is a quantum chemistry calculation of the molecule C3H5N3O, from the Open Molecules 2025 dataset.

Structure (XYZ):
```
12
Properties=species:S:1:pos:R:3:nbo_charge:R:1
O -2.052 -0.327 -0.616 -0.695
N 1.352 -0.365 0.180 0.045
N 0.190 -0.753 -0.072 -0.309
N 2.153 -1.421 0.380 -0.606
C -0.888 1.348 0.745 -0.230
C -0.391 1.738 -0.418 -0.214
C -0.841 0.214 -0.147 0.346
H -1.715 1.802 1.276 0.215
H -0.755 2.588 -0.976 0.217
H 3.132 -1.225 0.216 0.376
H -1.981 -1.294 -0.607 0.491
H 1.795 -2.306 0.038 0.365
```

## Properties
SMILES: N/N=N/C1(O)C=C1
molar mass: 99.1 g/mol
LUMO level: 0.699 eV

two.
The following is a quantum chemistry calculation of the molecule C3H5N3O, from the Open Molecules 2025 dataset.

Structure (XYZ):
```
12
Properties=species:S:1:pos:R:3:nbo_charge:R:1
O 0.941 1.646 -0.206 -0.643
N -1.219 0.983 0.219 -0.497
N 1.709 -0.956 0.036 -0.671
N 0.322 -0.554 0.149 -0.254
C -0.822 -1.266 -0.092 -0.154
C 0.010 0.752 0.055 0.638
C -1.747 -0.310 -0.050 -0.079
H 1.923 -1.559 -0.761 0.364
H -2.753 -0.381 -0.391 0.206
H -0.861 -2.287 -0.375 0.222
H 1.814 1.227 0.044 0.501
H 2.020 -1.533 0.818 0.366
```

## Properties
SMILES: Nn1ccnc1O
molar mass: 99.1 g/mol
LUMO level: 0.518 eV

Most stable: two. Least stable: one.

one.
The following is a quantum chemistry calculation of the molecule C3H5N3O, from the Open Molecules 2025 dataset.

Structure (XYZ):
```
12
Properties=species:S:1:pos:R:3:nbo_charge:R:1
O -1.796 1.174 0.266 -0.701
N 0.344 -0.071 -1.445 -0.259
N 0.512 -0.528 0.762 -0.494
N 1.604 0.106 -1.009 -0.354
C -0.282 -0.447 -0.348 0.256
C -1.738 -0.184 -0.151 -0.101
C 1.685 -0.149 0.311 0.174
H 2.575 -0.009 0.909 0.210
H -2.307 -0.262 -1.078 0.200
H 2.274 0.534 -1.627 0.417
H -1.053 1.293 0.871 0.470
H -2.165 -0.850 0.605 0.181
```

## Properties
SMILES: OCc1nc[nH]n1
molar mass: 99.1 g/mol
LUMO level: 0.819 eV

two.
The following is a quantum chemistry calculation of a structure of composition C3H5N3O, from the Open Molecules 2025 dataset.

Structure (XYZ):
```
12
Properties=species:S:1:pos:R:3:nbo_charge:R:1
O 0.912 -2.014 -0.115 -0.639
N -1.784 0.038 0.642 -0.440
N 1.631 1.180 0.131 -0.828
N -1.123 -0.852 -0.349 -0.359
C 0.540 0.396 0.005 -0.036
C 0.212 -0.919 -0.104 0.391
C -0.893 0.759 -0.165 0.102
H -1.242 1.370 -0.993 0.195
H 0.281 -2.746 -0.211 0.491
H -2.744 0.163 0.321 0.359
H 2.539 0.760 -0.038 0.388
H 1.671 1.866 0.877 0.375
```

## Properties
molar mass: 99.1 g/mol
LUMO level: 0.966 eV

Most stable: one. Least stable: two.

one.
The following is a quantum chemistry calculation of the molecule C3H5N3O, from the Open Molecules 2025 dataset.

Structure (XYZ):
```
12
Properties=species:S:1:pos:R:3:nbo_charge:R:1
O 2.415 -1.186 -0.480 -0.679
N -1.177 -0.001 -0.596 -0.389
N -1.589 0.498 1.696 -0.638
N -0.627 -1.416 -0.059 -0.163
C -1.756 0.754 0.471 0.242
C 0.133 -0.484 -0.347 0.344
C 1.551 -0.086 -0.558 -0.129
H 1.847 0.623 0.221 0.225
H 2.144 -1.832 -1.147 0.476
H -2.143 1.140 2.261 0.349
H -2.393 1.548 0.061 0.164
H 1.596 0.441 -1.524 0.198
```

## Properties
SMILES: [H]/N=C/N1N=C1CO
molar mass: 99.1 g/mol
LUMO level: 0.748 eV

two.
The following is a quantum chemistry calculation of the molecule C3H5N3O, from the Open Molecules 2025 dataset.

Structure (XYZ):
```
12
Properties=species:S:1:pos:R:3:nbo_charge:R:1
O -1.866 1.300 1.190 -0.637
N 2.186 -0.500 -0.189 -0.801
N 0.308 0.668 0.723 -0.555
N 0.047 -0.721 -1.102 -0.505
C 0.849 -0.190 -0.239 0.498
C -1.271 -0.444 -0.509 -0.383
C -0.967 0.572 0.526 0.566
H 2.770 0.225 0.196 0.387
H 2.515 -0.872 -1.069 0.392
H -1.360 1.841 1.822 0.500
H -1.072 -1.476 -0.152 0.303
H -2.172 -0.383 -1.125 0.236
```

## Properties
SMILES: NC1=NCC(O)=N1
molar mass: 99.1 g/mol
LUMO level: 0.798 eV

Most stable: two. Least stable: one.

one.
The following is a quantum chemistry calculation of the ion C4H5Cl2N2 with charge +1, from the Open Molecules 2025 dataset.

Structure (XYZ):
```
13
Properties=species:S:1:pos:R:3:nbo_charge:R:1
Cl 0.750 2.187 0.962 0.164
Cl 3.076 0.813 -0.897 0.124
N -1.267 1.327 -0.490 -0.389
N 0.559 -0.064 -0.288 -0.590
C -2.308 1.732 -1.117 0.152
C 2.180 -0.198 0.117 0.076
C 2.506 -1.053 1.046 -0.410
C -0.091 1.072 -0.027 0.464
H -2.293 2.118 -2.148 0.219
H 3.539 -1.029 1.545 0.267
H 1.859 -1.564 1.783 0.260
H -3.275 1.626 -0.678 0.216
H 0.330 -0.866 -0.823 0.445
```

## Properties
SMILES: C=N/C(Cl)=[NH+]/C(=C)Cl
molar mass: 152.0 g/mol
LUMO level: -4.979 eV
charge: +1

two.
The following is a quantum chemistry calculation of a cluster of 2 separate species, C4H5Cl2N2 in total, from the Open Molecules 2025 dataset.

Structure (XYZ):
```
13
Properties=species:S:1:pos:R:3:nbo_charge:R:1
Cl -1.316 0.153 -0.939 0.183
Cl 1.906 -1.065 -3.930 0.193
N -0.674 1.568 1.054 -0.391
N 0.776 -0.091 0.469 -0.725
C -1.253 1.987 2.099 0.103
C 0.568 -2.176 -1.663 -0.350
C -0.365 0.552 0.363 0.440
C 1.194 -1.868 -2.697 -0.033
H 0.145 -2.421 -0.802 0.217
H 1.478 0.001 1.232 0.453
H -1.990 1.223 2.504 0.213
H -1.213 3.072 2.467 0.252
H 0.742 -0.934 -0.156 0.446
```

## Properties
molar mass: 152.0 g/mol
LUMO level: -4.780 eV
charge: +1

Most stable: one. Least stable: two.

one.
The following is a quantum chemistry calculation of a structure of composition C3H6O4, from the Open Molecules 2025 dataset.

Structure (XYZ):
```
13
Properties=species:S:1:pos:R:3:nbo_charge:R:1
O -0.302 -1.770 0.431 -1.001
O 2.280 -0.622 0.371 -0.644
O -1.894 1.322 -0.192 -0.687
O 0.790 1.585 0.339 -0.710
C 1.103 -0.696 -0.288 0.415
C 0.284 0.473 -0.319 0.052
C -1.045 0.347 -0.588 0.202
H 0.050 2.032 0.782 0.500
H -1.450 -0.468 -1.165 0.207
H 1.137 -1.341 -1.155 0.204
H -0.495 -2.141 1.305 0.461
H -2.805 1.003 -0.265 0.498
H 2.346 0.277 0.743 0.503
```

## Properties
molar mass: 106.1 g/mol
LUMO level: 0.409 eV

two.
The following is a quantum chemistry calculation of a cluster of 2 separate species, C3H6O4 in total, from the Open Molecules 2025 dataset.

Structure (XYZ):
```
13
Properties=species:S:1:pos:R:3:nbo_charge:R:1
O 2.250 0.971 -0.949 -0.677
O 0.428 1.914 -0.001 -0.688
O 0.242 0.565 -1.882 -0.732
O -0.548 -1.394 -0.631 -0.517
C 0.965 0.968 -0.848 0.931
C -1.008 -0.890 0.648 -0.128
C 0.377 -0.918 0.351 -0.201
H -1.453 -1.565 1.340 0.194
H -0.231 -0.403 -1.493 0.510
H -1.537 0.036 0.476 0.152
H -0.421 1.583 0.087 0.480
H 2.670 1.812 -0.851 0.502
H 0.990 -1.660 0.751 0.173
```

## Properties
molar mass: 106.1 g/mol
LUMO level: 0.673 eV

Most stable: one. Least stable: two.